*P*
# C3H5NO3

A single C3H5NO3 molecule (wB97M-V/def2-TZVPD, the Open Molecules 2025 dataset).

Last column: natural (NBO) charge in e.
Positions of all 12 atoms, in Å:
C -2.38902 -0.14461 -0.15371  -0.2686
O -1.19610 0.55104 0.17443  -0.4969
N 0.11039 0.24826 -0.82829  -0.0739
C 0.86494 -0.04323 0.11836  -0.1573
C 2.30961 -0.39487 0.12517  0.7409
O 2.69135 -1.52121 0.23739  -0.5184
O 3.15776 0.65452 0.09960  -0.6527
H -2.25582 -1.22447 -0.03733  0.1767
H -3.17360 0.20870 0.51921  0.2030
H -2.68011 0.08362 -1.18042  0.1978
H -0.12296 0.09339 0.94953  0.3557
H 2.68355 1.48885 -0.02395  0.4937

Calculated values
molecular weight	103.08	g/mol
SMILES	CO/N=C/C(=O)O
orbital gap	10.723	eV
HOMO	-0.3778	hartree


*Q*
# C3H5NO3

A single C3H5NO3 molecule (wB97M-V/def2-TZVPD, the Open Molecules 2025 dataset).

Last column: natural (NBO) charge in e.
Positions of all 12 atoms, in Å:
H 0.63408 -1.31703 -1.82948  0.3727
N -0.19415 -1.19707 -1.18957  -0.6563
C -0.12987 -0.43414 -0.21464  0.5709
C -1.30076 -0.02531 0.49018  -0.7037
O 1.06381 0.05716 0.42545  -0.5887
C 2.38610 -0.33296 0.18058  0.9933
O 2.73282 -1.47631 0.10478  -0.5584
O 3.23602 0.71426 0.18774  -0.6732
H -2.07684 -0.83328 0.57503  0.2579
H -1.90656 0.76362 0.02372  0.2476
H -1.11789 0.32341 1.49406  0.2326
H 2.85210 1.52599 0.53858  0.5053

Calculated values
molecular weight	103.08	g/mol
SMILES	[H]/N=C(/C)OC(=O)O
orbital gap	10.892	eV
HOMO	-0.3847	hartree


Which is the most stable structure? *Q* is the most stable.